Here is a structure of composition C16H18B2N6O2Ru in a non-equilibrium geometry from OMol25. Energies are from ωB97M-V/def2-TZVPD.

Positions of all 45 atoms, in Å:
Ru: 0.136 0.971 -0.927
O: -2.103 1.620 0.983
O: -0.077 1.801 2.103
N: -0.874 -0.775 -1.119
N: 1.564 -0.720 0.689
N: 1.877 -0.936 -2.356
N: 1.808 -1.867 -0.011
N: -0.258 -1.954 -1.527
N: 1.555 0.404 -2.108
C: -2.214 -0.943 -1.292
C: -1.201 -2.829 -1.917
C: -1.111 2.101 -1.927
C: -1.087 2.272 2.895
C: 1.937 -0.855 1.976
C: 2.248 1.159 -3.016
C: -3.309 3.687 3.735
C: -2.101 3.782 4.429
C: -2.448 -2.230 -1.789
C: 2.995 0.296 -3.829
C: 2.731 -0.996 -3.391
C: -2.305 2.165 2.214
C: 2.293 -2.765 0.860
C: -0.977 3.046 4.033
C: 2.404 -2.161 2.109
C: -3.433 2.837 2.631
B: -0.697 1.463 0.853
B: 1.292 -2.075 -1.471
H: 1.634 -3.145 -1.902
H: 1.564 0.207 0.210
H: 2.148 2.236 -3.023
H: -3.403 -2.655 -2.030
H: 3.080 -1.959 -3.728
H: 1.819 -0.025 2.647
H: -0.612 2.344 -2.884
H: 2.546 -3.763 0.519
H: -0.040 3.098 4.582
H: -4.364 2.727 2.083
H: 2.804 -2.596 3.009
H: -4.170 4.278 4.050
H: -2.096 1.625 -2.085
H: -1.219 3.036 -1.343
H: -2.030 4.444 5.294
H: 3.647 0.590 -4.630
H: -0.909 -3.809 -2.261
H: -2.893 -0.130 -1.096

Its total charge is +2. The value obtained for the total energy is -1243.48745 Ha. The frontier orbital gap (spin up / spin down) is 7.00 / 4.17 eV. The HOMO energy (spin up / spin down) is -13.3 / -14.8 eV. The value obtained for the energy above the lowest of the compared OMol25 structures with the same formula, charge and spin is 0.0 kcal/mol. As for the spin multiplicity: 5. For the molar mass, the calculation gives 449.05 g/mol.



Here is a cluster of 10 separate species, H18NO12 in total in a non-equilibrium geometry from OMol25. Energies are from ωB97M-V/def2-TZVPD.

Positions of all 31 atoms, in Å:
O: 1.600 -2.167 2.548
O: 1.049 1.253 -2.642
O: -0.124 1.874 -0.220
O: 2.128 -0.681 -0.197
O: 1.441 0.539 3.299
O: 2.293 2.382 1.551
O: -3.569 -1.416 -1.490
O: -1.471 1.978 -3.569
O: -1.380 0.242 -0.705
O: 0.469 -1.598 -2.173
O: -2.158 -1.622 1.926
O: -0.160 0.218 1.070
N: -0.673 0.845 0.140
H: 0.352 1.665 -3.169
H: -1.733 -0.967 1.394
H: 0.804 1.339 -1.677
H: -1.676 -1.770 2.691
H: 1.800 -0.877 -1.095
H: -1.262 1.162 -4.048
H: 0.525 0.711 3.207
H: 1.517 2.640 1.080
H: 2.137 1.655 2.122
H: -3.071 -0.597 -1.298
H: -1.610 1.766 -2.648
H: 1.595 -1.215 2.754
H: 2.454 -2.391 2.887
H: 1.442 0.050 4.089
H: 1.392 -0.518 0.376
H: -0.164 -0.924 -1.910
H: -0.043 -2.353 -1.890
H: -3.915 -1.208 -2.391

Its total charge is -1. The value obtained for the total energy is -968.38517 Ha. The frontier orbital gap is 9.36 eV. The HOMO energy is -6.7 eV. The value obtained for the energy above the lowest of the compared OMol25 structures with the same formula, charge and spin is 54.1 kcal/mol. For the molar mass, the calculation gives 224.14 g/mol.



Here is a cluster of 2 separate species, C3H9N3 in total in a non-equilibrium geometry from OMol25. Energies are from ωB97M-V/def2-TZVPD.

Positions of all 15 atoms, in Å:
N: -0.302 -2.311 0.224
N: 0.754 0.559 1.504
N: 0.514 -1.491 0.356
C: -2.039 0.095 -0.444
C: 0.733 -0.183 0.321
C: 1.502 0.370 -0.842
H: 2.558 0.487 -0.596
H: 1.648 0.967 1.753
H: -1.706 -0.990 -0.126
H: 1.419 -0.287 -1.702
H: -3.115 0.102 -0.610
H: -1.825 0.824 0.335
H: 0.322 0.100 2.293
H: -1.570 0.407 -1.371
H: 1.107 1.350 -1.097

The value obtained for the total energy is -283.87173 Ha. The frontier orbital gap is 8.04 eV. The HOMO energy is -7.3 eV. The value obtained for the energy above the lowest of the compared OMol25 structures with the same formula, charge and spin is 69.9 kcal/mol. For the molar mass, the calculation gives 87.13 g/mol.



Q: What is the formula in the first record?
A: C16H18B2N6O2Ru



Q: Look up the total energy of the first one.
A: -1243.48745 Ha



Q: The highest total energy belongs to which entry?
A: C3H9N3